21
Properties=species:S:1:pos:R:3:nbo_charge:R:1 method="wB97M-V/def2-TZVPD" smiles=CC[C@H](N)CN.O homo_ev=-8.763 max_force_ev_per_a=1.10 orbital_gap_ev=9.500 relative_energy_kcal_mol=24.69 lumo_energy_ha=0.02710 e_tot_ha=-345.53683 multiplicity=1
N 0.1521 -1.0075 0.8457 -0.88
C -1.5505 1.6735 -0.3542 -0.60
C -0.1660 1.3773 0.1907 -0.41
C 0.3710 0.0014 -0.1872 -0.07
C 1.8560 0.0672 -0.5655 -0.21
N 2.7672 0.5052 0.4853 -0.84
H -0.5270 -1.6952 0.5779 0.37
H 0.0874 -0.6795 1.8016 0.37
H -1.6278 1.4216 -1.4119 0.21
H -2.3072 1.0286 0.1325 0.19
H -1.8278 2.7020 -0.1498 0.21
H -0.1922 1.4598 1.2752 0.19
H 0.5422 2.1467 -0.1529 0.20
H -0.1158 -0.3913 -1.0906 0.19
H 2.2010 -0.9325 -0.8313 0.20
H 1.9794 0.6953 -1.4521 0.18
H 2.4246 1.2625 1.0751 0.35
H 2.9608 -0.2775 1.0917 0.36
H -2.6702 -2.9395 0.0283 0.47
H -2.5522 -1.4259 0.0114 0.47
O -2.7151 -2.1924 -0.5810 -0.93